[1]
Molecular formula: CH4NO2P
Method: DFT, ωB97M-V with the def2-TZVPD basis set

The geometry in XYZ format:
```
9
Properties=species:S:1:pos:R:3:forces:R:3
C 0.481038 0.534634 -0.029017 4.53 2.56 -0.06
N 0.997294 -0.775754 -0.252103 0.70 0.51 -3.13
O -3.231440 0.088243 0.227955 -1.00 0.53 0.44
O -0.817398 0.617005 0.308754 -2.33 0.07 0.50
P -1.933889 -0.398602 -0.186342 0.01 -1.34 -0.84
H 0.982960 0.979924 0.966953 -0.46 -0.09 -2.56
H 0.647150 1.119509 -1.051062 0.05 -0.66 2.46
H 0.880414 -1.296165 0.525586 -0.47 -2.30 3.16
H 1.993868 -0.868798 -0.510720 -1.03 0.72 0.02
```
Positions in Å, forces in eV/Å.

Computed properties:
gap between HOMO and LUMO = 9.66 eV
relative energy (zero: lowest compared OMol25 entry of this formula, charge and spin) = 0.962 eV
net charge = 0
highest occupied orbital energy = -9.559 eV

[2]
Molecular formula: C6H8BrIN
Method: DFT, ωB97M-V with the def2-TZVPD basis set

The geometry in XYZ format:
```
17
Properties=species:S:1:pos:R:3:forces:R:3
C 0.150922 0.236833 -1.873938 -0.34 0.24 0.46
C 1.464021 -0.323315 -1.652183 0.64 -0.15 0.43
C -0.592616 0.713449 -0.878073 -0.18 -0.06 -0.80
C 2.101227 -0.076813 -0.504380 -0.96 1.41 1.55
C 1.353491 0.909720 0.552868 2.16 -0.73 -1.79
C -0.469106 -0.613029 1.159653 -0.18 -0.94 0.47
N -0.099808 0.665774 0.508368 -0.24 0.39 -0.09
Br 1.684769 2.792072 0.045273 -0.11 -0.78 0.35
I 3.988929 -0.748825 0.066009 -0.52 0.21 -0.19
H -0.225672 0.267360 -2.884115 -0.21 0.00 -0.02
H 1.914114 -0.922993 -2.427719 0.07 -0.07 -0.05
H -1.584959 1.114497 -0.994242 -0.07 0.06 0.09
H 1.749803 0.762497 1.557922 -0.27 0.04 -0.12
H -0.025769 -1.442160 0.608670 0.00 0.18 -0.06
H -0.103252 -0.635170 2.185994 0.01 0.17 -0.05
H -1.551995 -0.724693 1.162563 0.05 0.15 -0.08
H -0.554369 1.432413 1.021462 0.16 -0.12 -0.11
```
Positions in Å, forces in eV/Å.

Computed properties:
gap between HOMO and LUMO = 8.64 eV
relative energy (zero: lowest compared OMol25 entry of this formula, charge and spin) = 0.418 eV
net charge = +1
highest occupied orbital energy = -12.879 eV

[3]
Molecular formula: C18H29NO2
Method: DFT, ωB97M-V with the def2-TZVPD basis set

The geometry in XYZ format:
```
50
Properties=species:S:1:pos:R:3:forces:R:3
C -3.784443 -1.885808 -1.967181 0.13 0.21 -0.06
C -2.924828 -0.689301 -1.576769 -0.10 -0.25 0.21
H -1.898539 -1.023191 -1.410495 0.01 0.06 -0.07
H -2.911785 0.030839 -2.397733 0.08 0.09 -0.03
C -3.409779 0.005013 -0.294814 0.05 0.06 -0.17
C -2.361447 0.985082 0.170551 -0.01 -0.28 0.35
C -2.065434 2.125130 -0.563791 0.04 0.00 0.06
C -1.100016 3.023869 -0.148593 0.05 0.12 -0.09
C -0.418821 2.800747 1.034145 0.05 0.00 0.02
C -0.694870 1.671139 1.781714 -0.14 -0.14 0.19
C -1.646234 0.753883 1.349180 -0.01 0.28 -0.13
O -1.952094 -0.359092 2.110108 -0.14 0.38 -0.15
C -0.888734 -1.239643 2.393699 0.34 -0.48 -0.35
C -0.560206 -2.143492 1.191526 -0.18 0.14 0.33
O -0.039009 -1.465017 0.073101 -0.18 0.11 0.10
C 1.364128 -1.411703 -0.047485 0.38 0.15 -0.03
C 2.035922 -0.350572 0.855130 -0.26 -0.09 -0.03
N 3.308502 0.152903 0.410627 0.14 0.03 -0.15
C 4.395740 -0.805991 0.279520 0.08 -0.19 0.23
H 4.063643 -1.767957 -0.136014 0.04 0.01 0.02
C 5.412900 -0.141932 -0.663991 0.00 0.01 0.02
H 6.399262 -0.064394 -0.211065 0.05 -0.05 -0.04
H 5.507249 -0.721099 -1.582724 0.04 -0.01 0.01
C 4.812466 1.235759 -0.963796 -0.14 -0.01 -0.07
H 5.054868 1.590672 -1.963364 0.03 0.05 -0.02
H 5.162284 1.964931 -0.234029 -0.02 0.07 -0.01
C 3.320090 0.998636 -0.764841 0.04 0.16 -0.01
H 2.889300 0.515242 -1.657866 0.00 0.04 -0.02
H 2.759836 1.913771 -0.564648 -0.05 0.01 -0.08
H 4.815332 -0.995284 1.272614 0.01 -0.15 -0.06
H 1.355815 0.503837 0.917387 -0.01 -0.15 0.08
H 2.181712 -0.761310 1.860464 -0.14 0.06 0.04
H 1.534080 -1.148649 -1.095176 0.11 -0.09 0.08
H 1.790915 -2.407911 0.140958 -0.05 0.06 -0.09
H -1.494668 -2.599781 0.848040 0.06 -0.05 0.12
H 0.125245 -2.937377 1.518644 -0.02 -0.01 -0.01
H 0.005304 -0.697542 2.717688 -0.07 -0.03 0.04
H -1.241654 -1.869889 3.215268 0.11 0.04 -0.05
H -0.178119 1.506262 2.716901 0.03 -0.04 0.07
H 0.325304 3.503601 1.379618 0.05 0.06 0.03
H -0.884898 3.900353 -0.741952 0.01 0.07 -0.05
H -2.597356 2.312016 -1.484507 -0.09 0.01 -0.11
C -4.759988 0.699096 -0.481353 0.12 -0.19 0.13
H -4.734717 1.386748 -1.323472 -0.02 0.11 -0.11
H -5.016321 1.261254 0.414082 -0.09 0.06 0.05
H -5.543787 -0.032628 -0.659433 -0.13 -0.03 -0.06
H -3.520802 -0.752752 0.486066 0.02 0.04 -0.10
H -4.794547 -1.577941 -2.226154 -0.14 -0.05 -0.03
H -3.842526 -2.598529 -1.146931 -0.04 -0.12 0.08
H -3.354274 -2.391992 -2.828844 -0.03 -0.10 -0.07
```
Positions in Å, forces in eV/Å.

Computed properties:
gap between HOMO and LUMO = 9.01 eV
relative energy (zero: lowest compared OMol25 entry of this formula, charge and spin) = 1.306 eV
net charge = 0
highest occupied orbital energy = -8.096 eV

[4]
Molecular formula: C4H7IN2O2
Method: DFT, ωB97M-V with the def2-TZVPD basis set

The geometry in XYZ format:
```
16
Properties=species:S:1:pos:R:3:forces:R:3
C -0.423135 1.221393 0.041793 -1.03 0.98 -0.24
C 1.065522 1.386639 0.276958 0.14 -0.09 -0.68
C 1.555900 -0.011518 0.414100 0.50 -1.98 -1.47
C 1.011231 -0.954076 -0.591130 -0.12 0.34 -0.61
N -0.952725 0.123958 0.686048 -0.84 -0.27 0.44
N -2.245560 -0.172958 0.458062 2.11 1.66 -2.31
O -1.088553 1.989933 -0.634237 0.18 -0.09 -0.05
O 0.595728 -2.178612 -0.141615 -0.95 -1.33 -3.08
I 3.797971 0.140400 0.075039 -0.20 -0.30 0.40
H 1.514350 1.961590 -0.546656 -0.32 -0.44 0.09
H 1.435563 1.842992 1.175808 -0.66 0.85 0.59
H 1.298045 -0.428778 1.380168 0.60 0.04 0.27
H 1.201097 -0.778334 -1.710115 -0.52 -0.38 1.78
H -2.647893 -0.055877 -0.494135 0.25 0.10 1.29
H -2.644334 -0.701988 1.165506 -0.92 -1.27 0.93
H 0.143579 -2.746288 -0.925958 1.78 2.16 2.66
```
Positions in Å, forces in eV/Å.

Computed properties:
gap between HOMO and LUMO (alpha / beta) = 6.55 / 8.36 eV
relative energy (zero: lowest compared OMol25 entry of this formula, charge and spin) = 3.549 eV
net charge = 0
highest occupied orbital energy (alpha / beta) = -7.362 / -8.624 eV